# 1
Computed, not measured: a 2-piece molecular cluster, C5H13N4O2 overall at a distorted geometry, with the ωB97M-V functional and the def2-TZVPD basis.

CARTESIAN COORDINATES (ANGSTROEM)
H  -0.3488  0.9378  1.2632
N  -3.4094  -0.5031  -1.8744
C  0.6742  0.6982  1.5417
H  1.1272  -1.0882  -0.6406
H  3.3009  1.0640  1.5143
H  3.0155  -0.6038  0.9821
N  -3.2592  -2.0911  -0.1888
H  -2.7505  -2.4951  0.5779
H  0.7031  -0.3166  1.9374
C  1.4593  0.6321  -2.0207
H  -3.0083  0.2819  -2.3557
C  1.1284  -0.0183  -0.7651
C  -2.7056  -1.0818  -0.8819
H  1.0185  1.3913  2.3069
H  1.3062  0.0560  -2.9371
N  1.5434  0.7826  0.3632
H  -4.2396  -2.2982  -0.2710
O  -0.8479  0.2324  -1.1334
C  2.9470  0.4448  0.6924
H  1.5431  1.7446  -0.0491
O  1.7970  1.7999  -2.0190
H  3.5828  0.6153  -0.1755
N  -1.5915  -0.5506  -0.4256
H  -4.3893  -0.6894  -2.0008

Results
Energy above the lowest of the compared OMol25 structures with the same formula, charge and spin ... 32.3 kcal per mole
Kohn-Sham gap (spin up / spin down) ... 0.26411 / 0.28705 hartree
HOMO (spin up / spin down) ... -11.57 / -12.04 eV
Net charge ... +1
E ... -567.44482 a.u.

# 2
Computed, not measured: C13H25FeN6O5S2Se as an isolated structure at a distorted geometry, with the ωB97M-V functional and the def2-TZVPD basis.

CARTESIAN COORDINATES (ANGSTROEM)
H  1.5024  -4.1732  0.6629
S  1.2033  -0.5514  1.5780
H  -6.1199  -1.6768  -3.0330
H  -1.3778  -4.5339  -1.3516
H  -2.4735  -3.8469  -3.6198
C  -3.5415  1.0291  -2.4623
N  0.0515  4.5197  -0.5192
H  -0.7119  -3.9834  -3.6987
H  -1.4243  5.7676  0.2198
H  1.0812  -4.0322  -2.3859
H  -2.0151  4.6623  -1.0351
H  -1.6430  4.0476  0.5966
S  -0.1524  -2.4786  -0.9898
H  0.4646  -5.2941  -0.2275
O  1.9281  -0.9441  2.7626
H  3.2665  1.7649  0.7823
C  -3.5510  -0.0246  -1.5425
H  -2.3998  -3.0808  -1.2966
H  -4.5947  -1.8432  -1.0813
C  0.5545  5.4675  -1.5082
H  0.5158  6.4753  -1.0934
C  1.2259  -3.6175  -1.3882
H  2.2773  0.0271  -1.9039
H  2.0901  -2.9557  -1.3829
C  -1.3385  4.7548  -0.1731
O  1.8908  -1.0390  0.3170
C  0.3734  3.1754  -0.7829
N  -5.3587  0.0978  -3.7268
C  -5.3748  -0.9073  -2.8494
C  -4.4461  1.0442  -3.5087
C  2.2735  1.6626  -0.9189
H  -4.4461  1.8617  -4.2251
O  1.0956  0.9348  1.4257
Fe  0.1310  0.1732  -0.4254
O  0.0133  -1.3635  -1.9912
Se  -2.3422  -0.1950  -0.0587
C  -1.5372  -3.4350  -3.2410
H  -1.4650  -2.3906  -3.5433
H  1.5829  5.2273  -1.7665
N  -0.4513  2.2354  -1.0177
H  -0.0433  5.4436  -2.4303
C  -4.5193  -1.0100  -1.7689
O  -0.1748  -1.0706  1.4862
H  2.2124  -5.3206  -0.4878
H  -1.4198  2.5210  -1.0534
N  1.7403  2.9483  -0.7457
N  3.4014  1.4164  -0.1598
H  -2.8215  1.8308  -2.3676
C  -1.4987  -3.5159  -1.7265
N  1.7898  0.9164  -1.8437
C  1.3578  -4.6699  -0.2978
H  2.2362  3.5341  -0.0937
H  3.5069  0.4087  -0.0727

Results
2S+1 ... 5
Energy above the lowest of the compared OMol25 structures with the same formula, charge and spin ... 34.4 kcal per mole
<S²> ... 6.01
Kohn-Sham gap (spin up / spin down) ... 0.24863 / 0.24753 hartree
HOMO (spin up / spin down) ... -4.19 / -4.16 eV
Net charge ... -1
E ... -5676.74804 a.u.

# 3
Computed, not measured: a 2-piece molecular cluster, C10H25BN2 overall at a distorted geometry, with the ωB97M-V functional and the def2-TZVPD basis.

CARTESIAN COORDINATES (ANGSTROEM)
N  -1.3294  -2.3409  -0.4826
H  1.9559  0.3398  2.4518
H  -1.1888  3.2450  1.4446
C  -0.7186  1.5322  0.1751
H  3.2888  0.6424  -1.2636
H  -2.0460  -0.0959  0.2204
C  2.0744  -1.1451  -0.0934
C  2.2186  0.8885  1.5302
C  -0.7652  2.0746  -1.2897
H  1.5556  -1.6569  -0.8492
H  -1.9722  -3.2948  -2.3434
C  1.6678  0.3259  0.1907
H  -0.5864  -1.4432  -2.5051
H  -0.0538  2.2253  2.2750
H  -0.9860  -1.2606  1.0871
C  -2.0011  -3.4534  -1.3193
H  0.2876  3.3082  0.8484
H  3.3348  0.9487  1.3649
H  3.0499  -1.3166  -0.2430
B  -0.8559  -1.4290  -1.3665
H  -2.9363  -3.7957  -0.9613
C  -1.2207  -2.2504  0.9399
C  2.4252  1.1383  -0.9350
H  -0.4177  -2.8484  1.1924
H  1.6779  1.4657  -1.7709
H  -1.9697  0.9201  1.6971
C  -0.3538  2.6145  1.2523
N  0.2676  0.4157  0.3263
H  2.7441  2.1103  -0.5838
H  -2.8522  1.3900  0.4683
H  1.8422  1.8103  1.7279
H  -1.5996  2.8792  -1.2738
H  -1.3888  -4.2877  -1.1166
H  1.8209  -1.6697  0.7647
H  -2.1789  -2.7340  1.3054
H  0.0367  2.6322  -1.6512
H  -0.8242  1.2704  -1.9083
C  -2.0024  0.8446  0.6944

Results
Energy above the lowest of the compared OMol25 structures with the same formula, charge and spin ... 93.7 kcal per mole
Kohn-Sham gap (spin up / spin down) ... 0.28552 / 0.25646 hartree
HOMO (spin up / spin down) ... -7.17 / -6.41 eV
E ... -530.13792 a.u.

# 4
Computed, not measured: one molecule with the formula C4H5NO, with the ωB97M-V functional and the def2-TZVPD basis.

CARTESIAN COORDINATES (ANGSTROEM)
H  2.0609  -1.8454  0.7190
N  0.7406  -0.7579  -0.6051
H  0.6832  -0.3893  2.6746
O  -0.3012  0.3668  1.0000
H  -1.3330  0.2414  -2.0960
H  -1.9629  1.1878  -0.7198
C  0.6280  -0.4327  1.5990
C  1.2661  -1.1183  0.6276
C  -0.1701  0.1152  -0.3233
C  -1.0599  0.8709  -1.2465
H  -0.5516  1.7615  -1.6294

Results
Energy above the lowest of the compared OMol25 structures with the same formula, charge and spin ... 5.7 kcal per mole
SMILES ... Cc1ncco1
Kohn-Sham gap ... 0.37616 hartree
HOMO ... -9.18 eV
E ... -285.40557 a.u.